1.
The following is a quantum chemistry calculation of C4H4O2 in the gas phase, from the Open Molecules 2025 dataset.

Last column: Löwdin charge in e.
CARTESIAN COORDINATES (ANGSTROEM)
O (-1.017, -0.441, 1.507)  0.00
C (-0.488, 0.400, 0.535)  -0.38
C (1.038, 0.287, 0.507)  -0.20
O (1.580, -0.641, 1.056)  0.08
C (-0.733, 0.002, -0.870)  -0.07
C (-0.513, -0.332, -2.008)  0.14
H (-0.298, -1.067, 1.712)  0.09
H (-0.822, 1.428, 0.713)  0.15
H (1.577, 1.005, -0.139)  0.14
H (-0.325, -0.643, -3.012)  0.04

Properties
HOMO level = -10.3460 eV
SMILES string = C#C[C@@H](O)C=O
LUMO = 0.61 eV

***

2.
The following is a quantum chemistry calculation of C4H4O2 in the gas phase, from the Open Molecules 2025 dataset.

Last column: Löwdin charge in e.
CARTESIAN COORDINATES (ANGSTROEM)
C (-0.043, 0.418, 0.393)  -0.45
C (0.966, -0.646, -0.048)  -0.09
C (-0.315, 1.101, -0.822)  -0.14
C (-0.830, 1.447, -1.841)  0.13
H (-0.376, -1.137, 1.476)  0.19
H (0.630, 1.038, 1.124)  0.19
H (1.729, -0.306, -0.919)  0.18
H (-0.971, 1.825, -2.922)  0.09
O (-1.033, -0.254, 1.137)  -0.08
O (1.074, -1.663, 0.757)  -0.02

Properties
HOMO level = -10.2065 eV
SMILES string = C#C[C@@H](O)C=O
LUMO = -0.25 eV

***

3.
The following is a quantum chemistry calculation of C4H4O2 in the gas phase, from the Open Molecules 2025 dataset.

Last column: Löwdin charge in e.
CARTESIAN COORDINATES (ANGSTROEM)
O (-0.509, 1.644, 0.167)  0.00
C (-0.175, 0.317, 0.427)  -0.39
C (-1.222, -0.619, -0.170)  -0.18
O (-2.219, -0.174, -0.684)  0.08
C (1.173, -0.059, -0.030)  -0.07
C (2.289, -0.418, -0.299)  0.14
H (-1.369, 1.611, -0.290)  0.09
H (-0.185, 0.112, 1.513)  0.16
H (-1.034, -1.703, -0.078)  0.14
H (3.279, -0.734, -0.547)  0.03

Properties
HOMO level = -10.2811 eV
SMILES string = C#C[C@@H](O)C=O
LUMO = 0.67 eV

***

4.
The following is a quantum chemistry calculation of C4H4O2 in the gas phase, from the Open Molecules 2025 dataset.

Last column: Löwdin charge in e.
CARTESIAN COORDINATES (ANGSTROEM)
O (-0.340, 0.346, 1.670)  0.08
C (1.000, -0.429, -0.167)  -0.12
O (-0.065, -1.212, -0.527)  -0.02
C (-1.163, -0.263, -0.479)  -0.06
C (-0.364, 0.616, 0.482)  -0.44
C (0.897, 0.944, -0.227)  0.04
H (1.791, -0.924, 0.383)  0.16
H (-1.360, 0.139, -1.478)  0.13
H (-2.039, -0.700, -0.006)  0.13
H (1.643, 1.483, 0.348)  0.10

Properties
HOMO level = -9.5215 eV
LUMO = 0.59 eV

***

5.
The following is a quantum chemistry calculation of C4H4O2 in the gas phase, from the Open Molecules 2025 dataset.

Last column: Löwdin charge in e.
CARTESIAN COORDINATES (ANGSTROEM)
O (-1.360, 1.319, 0.508)  0.00
C (-0.349, 0.491, 0.995)  -0.31
C (-0.401, -0.982, 0.805)  0.10
O (0.782, 0.519, -2.062)  0.06
C (0.471, -0.337, 0.074)  -0.10
C (1.129, -0.293, -1.231)  -0.21
H (-1.311, 1.300, -0.457)  0.09
H (0.089, 0.922, 1.894)  0.13
H (-0.966, -1.897, 0.914)  0.11
H (1.915, -1.041, -1.439)  0.12

Properties
HOMO level = -9.8737 eV
SMILES string = O=CC1=C[C@@H]1O
LUMO = 0.09 eV

***

6.
The following is a quantum chemistry calculation of 2 unconnected molecules or ions with the total composition C4H4O2, from the Open Molecules 2025 dataset.

Last column: Löwdin charge in e.
CARTESIAN COORDINATES (ANGSTROEM)
O (-2.648, -1.178, -0.437)  0.05
C (-2.236, -0.684, 0.499)  0.02
O (0.616, -1.616, 0.611)  0.02
C (0.711, -0.477, 1.007)  -0.32
C (0.578, 0.647, -1.154)  0.04
C (0.440, 0.719, 0.167)  -0.17
H (1.049, -0.263, 2.041)  0.12
H (0.470, 1.512, -1.801)  0.07
H (0.832, -0.304, -1.614)  0.08
H (0.188, 1.644, 0.679)  0.10

Properties
HOMO level = -10.1286 eV
LUMO = 0.10 eV

***

7.
The following is a quantum chemistry calculation of C4H4O2 in the gas phase, from the Open Molecules 2025 dataset.

Last column: Löwdin charge in e.
CARTESIAN COORDINATES (ANGSTROEM)
O (-2.049, -0.228, 1.118)  -0.05
C (-1.410, 0.465, 0.068)  -0.25
C (-0.323, -0.282, -0.578)  0.02
C (0.836, -0.561, -0.788)  0.03
C (2.213, -0.252, -0.393)  -0.27
O (2.384, 0.691, 0.347)  0.07
H (-1.699, -1.125, 1.144)  0.09
H (-0.841, 1.311, 0.477)  0.13
H (-2.151, 0.858, -0.637)  0.12
H (3.041, -0.877, -0.758)  0.11

Properties
HOMO level = -10.2348 eV
SMILES string = O=CC#CCO
LUMO = -0.13 eV

***

8.
The following is a quantum chemistry calculation of C4H4O2 in the gas phase, from the Open Molecules 2025 dataset.

Last column: Löwdin charge in e.
CARTESIAN COORDINATES (ANGSTROEM)
C (0.936, 0.000, -0.081)  -0.33
C (-0.060, 0.933, -0.193)  -0.07
C (-1.270, 0.235, 0.020)  -0.11
C (-0.913, -1.088, -0.108)  -0.18
H (2.667, 0.660, 0.182)  0.17
H (-0.102, 2.087, 0.059)  0.15
H (-2.362, 0.687, 0.074)  0.15
H (-1.629, -1.946, 0.173)  0.15
O (2.337, -0.321, -0.029)  0.03
O (0.396, -1.246, -0.097)  0.05

Properties
HOMO level = -8.3758 eV
SMILES string = Oc1ccco1
LUMO = 0.66 eV

***

9.
The following is a quantum chemistry calculation of C4H4O2S2 in the gas phase, from the Open Molecules 2025 dataset.

Last column: Löwdin charge in e.
CARTESIAN COORDINATES (ANGSTROEM)
C (-2.293, 0.078, 0.517)  -0.38
C (-1.725, -0.201, -0.832)  -0.46
C (0.890, 0.335, -0.157)  -1.04
C (2.204, -0.129, 0.408)  -0.37
H (-2.864, 0.976, 0.643)  0.11
H (-2.496, -0.666, -1.532)  0.12
H (-1.576, 0.730, -1.364)  0.03
H (2.898, 0.642, 0.733)  0.11
O (-2.082, -0.650, 1.418)  0.07
O (2.587, -1.251, 0.515)  0.07
S (-0.091, -1.033, -0.778)  0.95
S (0.437, 1.847, -0.070)  0.80

Properties
HOMO level = -9.5186 eV
SMILES string = O=CCSC(=S)C=O
LUMO = -1.51 eV

***

10.
The following is a quantum chemistry calculation of a molecular structure, C4H4O2Y, from the Open Molecules 2025 dataset.

Last column: Löwdin charge in e.
CARTESIAN COORDINATES (ANGSTROEM)
H (-0.853, -1.466, 0.569)  0.21
O (0.250, -3.085, 0.532)  0.09
C (0.759, -2.252, -0.233)  -0.18
C (-0.031, -1.017, -0.225)  0.00
C (0.439, 0.237, -0.186)  -0.03
C (-0.481, 1.319, 0.145)  -0.20
O (-0.116, 2.490, 0.235)  -0.14
Y (-1.077, 4.796, 0.404)  1.80
H (1.159, -2.557, -1.219)  0.15
H (1.508, 0.464, -0.200)  0.14
H (-1.557, 1.071, 0.178)  0.15

Properties
HOMO level (spin up / spin down) = -16.2984 / -16.2987 eV
Net charge = +2
Multiplicity = 2
LUMO (spin up / spin down) = -10.55 / -10.44 eV

***

11.
The following is a quantum chemistry calculation of C4H4O3 in the gas phase, from the Open Molecules 2025 dataset.

Last column: Löwdin charge in e.
CARTESIAN COORDINATES (ANGSTROEM)
O (0.062, -0.459, -2.094)  0.04
C (-0.682, -0.661, -1.011)  -0.09
C (-0.162, -0.106, 0.106)  -0.19
C (1.246, 0.355, 0.135)  -0.27
O (1.466, 1.484, 0.529)  0.08
C (-0.931, 0.217, 1.298)  -0.23
O (-2.064, -0.174, 1.470)  0.05
H (-1.616, -1.235, -1.028)  0.16
H (2.060, -0.408, 0.044)  0.15
H (0.813, 0.152, -1.610)  0.16
H (-0.382, 0.844, 2.031)  0.13

Properties
HOMO level = -9.8410 eV
SMILES string = O=CC(C=O)=CO
LUMO = -0.69 eV

***

12.
The following is a quantum chemistry calculation of a molecular structure, C4H4O3, from the Open Molecules 2025 dataset.

Last column: Löwdin charge in e.
CARTESIAN COORDINATES (ANGSTROEM)
O (-0.308, 2.172, -1.108)  0.17
C (-0.525, 1.106, -0.617)  -0.43
O (-1.733, 0.473, -0.541)  0.03
C (-1.494, -0.443, 0.469)  0.02
C (0.290, 0.146, 0.176)  -0.25
C (1.533, -0.535, -0.100)  -0.05
O (1.458, 0.554, 0.824)  0.05
H (-1.882, -1.428, 0.192)  0.11
H (-0.929, -0.137, 1.335)  0.10
H (2.001, -0.351, -1.059)  0.13
H (1.727, -1.490, 0.382)  0.12

Properties
HOMO level = -9.1846 eV
LUMO = 0.73 eV

***

13.
The following is a quantum chemistry calculation of a molecular structure, C4H4O3, from the Open Molecules 2025 dataset.

Last column: Löwdin charge in e.
CARTESIAN COORDINATES (ANGSTROEM)
O (0.401, 1.009, -2.519)  -0.01
C (1.158, 0.515, -1.722)  -0.19
C (-0.207, -0.013, 0.604)  0.10
C (-0.118, 0.474, 1.870)  -0.19
O (-1.048, 1.287, 1.654)  0.08
C (-1.023, -1.105, 0.115)  -0.27
O (-0.482, -2.139, -0.219)  0.05
H (1.229, -0.581, -1.572)  0.08
H (0.472, 0.327, 2.776)  0.14
H (1.840, 1.124, -1.096)  0.08
H (-2.112, -0.922, 0.045)  0.14

Properties
HOMO level = -9.8772 eV
LUMO = -0.64 eV

***

14.
The following is a quantum chemistry calculation of C4H4O3 in the gas phase, from the Open Molecules 2025 dataset.

Last column: Löwdin charge in e.
CARTESIAN COORDINATES (ANGSTROEM)
O (-0.296, -0.025, 2.119)  0.06
C (-0.847, -0.369, 0.948)  -0.08
C (-0.188, -0.021, -0.170)  -0.18
C (1.146, 0.632, -0.013)  -0.25
O (2.133, -0.066, -0.034)  0.10
C (-0.544, -0.393, -1.534)  -0.24
O (-1.620, -0.847, -1.854)  0.05
H (-1.794, -0.905, 0.991)  0.15
H (1.225, 1.744, -0.004)  0.14
H (0.519, 0.458, 1.827)  0.10
H (0.265, -0.209, -2.276)  0.13

Properties
HOMO level = -9.8962 eV
SMILES string = O=CC(C=O)=CO
LUMO = -0.31 eV

***

15.
The following is a quantum chemistry calculation of C4H4O3 in the gas phase, from the Open Molecules 2025 dataset.

Last column: Löwdin charge in e.
CARTESIAN COORDINATES (ANGSTROEM)
C (0.635, -0.548, 1.422)  0.01
C (-0.430, 0.205, 0.674)  -0.38
O (-1.092, 1.102, 1.140)  0.13
C (-0.734, -0.177, -0.781)  -0.28
O (-1.474, -1.074, -1.106)  0.14
C (-0.042, 0.702, -1.824)  -0.15
O (0.951, 1.322, -1.532)  0.10
H (0.195, -1.450, 1.862)  0.10
H (1.017, 0.087, 2.225)  0.09
H (1.452, -0.852, 0.760)  0.09
H (-0.479, 0.684, -2.840)  0.14

Properties
HOMO level = -9.7868 eV
SMILES string = CC(=O)C(=O)C=O
LUMO = -0.90 eV

***

16.
The following is a quantum chemistry calculation of a molecular structure, C4H4O3, from the Open Molecules 2025 dataset.

Last column: Löwdin charge in e.
CARTESIAN COORDINATES (ANGSTROEM)
C (-1.872, 0.053, 0.170)  0.00
C (-0.513, -0.379, -0.294)  -0.37
O (-0.288, -1.187, -1.168)  0.12
C (0.690, 0.291, 0.378)  -0.32
O (0.587, 1.124, 1.251)  0.13
C (2.029, -0.251, -0.029)  -0.05
O (2.801, 0.434, -0.810)  0.05
H (-1.972, -0.117, 1.247)  0.10
H (-2.640, -0.497, -0.375)  0.09
H (-1.992, 1.130, 0.009)  0.10
H (3.170, -0.601, -0.378)  0.16

Properties
HOMO level = -9.0841 eV
LUMO = -0.85 eV

***

17.
The following is a quantum chemistry calculation of C4H4O3 in the gas phase, from the Open Molecules 2025 dataset.

Last column: Löwdin charge in e.
CARTESIAN COORDINATES (ANGSTROEM)
C (1.193, -0.226, 0.048)  -0.34
C (0.189, -1.125, 0.533)  -0.24
C (-0.824, -0.090, -0.495)  -0.21
C (-1.549, 0.898, 0.167)  0.08
O (2.495, -0.118, 0.260)  0.16
O (0.538, 0.475, -0.876)  0.03
O (0.027, -2.135, 1.152)  0.11
H (2.879, 0.480, -0.404)  0.14
H (-1.299, -0.752, -1.212)  0.14
H (-2.630, 0.888, 0.173)  0.06
H (-1.019, 1.705, 0.656)  0.07

Properties
HOMO level (spin up / spin down) = -7.6982 / -7.8264 eV
LUMO (spin up / spin down) = -0.45 / -0.24 eV

***

18.
The following is a quantum chemistry calculation of a molecular structure, C4H4O3, from the Open Molecules 2025 dataset.

Last column: Löwdin charge in e.
CARTESIAN COORDINATES (ANGSTROEM)
C (-0.843, 1.445, -0.149)  0.04
C (0.470, 1.201, 0.023)  0.07
C (-1.244, -0.020, -0.141)  -0.34
C (0.249, -0.335, 0.159)  -0.33
O (-2.187, -0.726, -0.151)  0.16
O (0.995, -1.173, -1.338)  -0.13
O (0.376, -1.015, 1.269)  0.12
H (-1.611, 2.281, -0.187)  0.14
H (1.521, 1.633, 0.135)  0.15
H (0.993, -2.101, -1.124)  0.00
H (1.280, -1.190, 1.503)  0.13

Properties
HOMO level = -9.7354 eV
LUMO = 0.15 eV

***

19.
The following is a quantum chemistry calculation of C4H4O3 in the gas phase, from the Open Molecules 2025 dataset.

Last column: Löwdin charge in e.
CARTESIAN COORDINATES (ANGSTROEM)
C (1.621, -0.581, 0.009)  0.01
C (0.193, 0.118, -0.207)  -0.25
C (-0.305, 1.326, -0.161)  0.03
C (-2.013, -0.275, -0.104)  -0.41
H (1.979, -1.236, -0.746)  0.05
H (2.475, 0.141, 0.233)  0.09
H (1.604, -1.145, 0.972)  0.09
H (0.077, 2.209, 0.170)  0.10
O (-1.755, 1.110, -0.003)  0.06
O (-3.128, -0.775, 0.015)  0.13
O (-0.750, -0.892, -0.176)  0.10

Properties
HOMO level = -9.8011 eV
SMILES string = Cc1coc(=O)o1
LUMO = 0.69 eV

***

20.
The following is a quantum chemistry calculation of C4H4O3 in the gas phase, from the Open Molecules 2025 dataset.

Last column: Löwdin charge in e.
CARTESIAN COORDINATES (ANGSTROEM)
C (-1.832, 0.046, 0.207)  0.00
C (-0.478, -0.397, -0.287)  -0.36
O (-0.294, -1.235, -1.141)  0.12
C (0.767, 0.269, 0.338)  -0.25
O (0.658, 1.143, 1.163)  0.14
C (2.172, -0.096, -0.254)  -0.14
O (2.661, 0.702, -1.013)  0.08
H (-1.884, -0.007, 1.299)  0.09
H (-2.605, -0.585, -0.239)  0.09
H (-2.014, 1.092, -0.064)  0.10
H (2.857, -0.929, -0.073)  0.13

Properties
HOMO level = -9.7687 eV
SMILES string = CC(=O)C(=O)C=O
LUMO = -0.85 eV